Below is an isolated molecule of C10H13N3O2, with properties calculated with ωB97M-V with the def2-TZVPD basis set.

Summary:
Relative energy (zero: lowest compared OMol25 entry of this formula, charge and spin) in kcal per mole: 86.6
SMILES: C[C@H]1CN(c2ccccc2)NC(=O)N1O
Gap between HOMO and LUMO in eV: 8.96
LUMO in hartree: 0.027
Energy in eV: -19142.5164
HOMO in eV: -8.22

```
28
Properties=species:S:1:pos:R:3:forces:R:3
O -0.054 0.650 4.008 -0.6471 0.7088 1.5724
O 2.311 2.278 3.979 -0.5352 0.1936 -3.8935
C 0.455 0.946 2.949 1.4798 -0.7362 2.2599
C -1.869 -1.417 -2.295 2.0695 2.6129 2.7510
C -1.845 0.018 -2.081 -1.3538 -2.7428 -2.5797
C -1.029 -2.199 -1.501 -0.0341 -0.2330 0.4201
C -1.044 0.572 -1.135 -0.3725 1.0965 -0.1750
C -0.196 -1.593 -0.538 1.1477 0.6211 -1.1586
C -0.136 -0.166 -0.434 -0.8176 -3.2408 1.7817
N 0.135 0.173 1.903 -0.6352 -0.4857 -2.2063
N 0.628 0.399 0.614 1.0244 -0.4587 -1.7427
N 1.517 1.763 2.803 0.3581 0.5035 0.4258
C 3.425 1.493 1.270 -1.3103 1.1749 -0.5652
C 1.027 1.747 0.333 0.6538 -1.1468 2.1700
C 2.015 2.090 1.455 1.5304 1.1617 0.6818
H 1.973 1.908 4.780 -1.2442 -1.0353 0.5804
H -2.535 -1.948 -2.867 -1.5219 -0.5265 -1.8459
H -2.447 0.621 -2.790 0.1911 -0.2042 0.9459
H -1.079 -3.310 -1.645 0.2960 1.1885 0.3859
H -1.225 1.600 -0.887 0.3441 0.4909 -0.1734
H 0.603 -2.169 -0.044 -0.7473 0.2384 0.0844
H -0.820 -0.094 1.869 -0.9530 -0.2512 0.4071
H 4.015 1.841 2.064 0.8999 0.6856 1.1875
H 3.378 0.433 1.433 0.0980 -0.6836 -0.8489
H 3.858 1.932 0.357 -0.0517 -0.9416 0.0643
H 1.516 1.652 -0.630 0.1334 0.8152 -0.0730
H 0.197 2.422 0.388 -0.5546 0.8107 -0.3290
H 2.043 3.175 1.457 0.5523 0.3840 -0.1269
```
Forces are in eV/Å.

Atom charges from the Mulliken analysis, given in e for atoms 1 to 5: -0.71, -0.44, 0.34, -0.44, -0.84

***

Below is an isolated molecule of C10H13N3O2, with properties calculated with ωB97M-V with the def2-TZVPD basis set.

Summary:
Relative energy (zero: lowest compared OMol25 entry of this formula, charge and spin) in kcal per mole: 118.5
Gap between HOMO and LUMO (spin up / spin down) in eV: 6.42 / 6.42
LUMO (spin up / spin down) in hartree: -0.027 / -0.027
Energy in eV: -19141.1307
HOMO (spin up / spin down) in eV: -7.17 / -7.17

```
28
Properties=species:S:1:pos:R:3:forces:R:3
C 1.310 -2.164 -1.266 -3.8288 1.0996 -1.4889
C 0.053 -2.478 -1.829 2.1089 -1.7711 -0.8161
C -0.124 -0.631 -0.767 1.9464 6.5146 3.4107
C 1.962 0.634 0.991 -0.2440 0.4388 -0.5493
C 2.336 -0.237 -0.040 0.5646 1.1351 0.9620
C 0.635 1.214 1.195 2.0995 -2.2850 -1.3284
C 3.014 1.389 1.797 -1.5377 -1.4156 -1.8198
C -2.362 0.785 1.157 2.6757 -0.0930 -0.6056
C -2.244 -1.368 -1.664 0.5930 1.2786 -0.8175
C -1.491 1.634 0.195 -2.0615 -0.0468 0.4574
N 1.155 -0.925 -0.664 -0.4985 -2.2262 -0.7219
N -0.803 -1.431 -1.530 0.3777 -1.1760 0.4827
N -0.185 1.215 0.045 0.4450 -3.7354 -2.7690
O 3.447 -0.595 -0.462 -1.4497 0.0125 0.3669
O 0.285 1.813 2.177 -0.6742 1.1084 0.9334
H 2.272 -2.462 -1.470 1.8280 -1.2015 -0.1321
H -0.233 -3.385 -2.487 0.3849 1.9234 1.3990
H 3.052 2.362 1.355 0.9497 0.6870 -0.3531
H 3.868 0.755 1.760 1.1091 0.2753 0.4456
H 2.519 1.532 2.703 0.0446 0.0638 2.0860
H -2.329 1.179 2.156 0.9952 -0.3802 0.7154
H -3.321 1.081 0.935 -2.7912 -0.6942 -1.0738
H -1.955 -0.272 1.035 -1.3675 1.0477 0.5716
H -2.601 -2.370 -1.479 -0.6551 0.1005 0.5583
H -2.499 -0.516 -0.939 -0.5961 -1.6216 -1.4272
H -2.392 -1.162 -2.754 -0.5601 0.2729 1.0434
H -1.939 1.802 -0.794 -0.0576 -0.3119 0.1861
H -1.430 2.600 0.644 0.1997 1.0005 0.2840
```
Forces are in eV/Å.

Atom charges from the Mulliken analysis, given in e for atoms 1 to 5: -0.63, -0.31, 0.40, 0.34, 0.41

***

Below is an isolated molecule of C10H13N3OS, with properties calculated with ωB97M-V with the def2-TZVPD basis set.

Summary:
Relative energy (zero: lowest compared OMol25 entry of this formula, charge and spin) in kcal per mole: 37.5
SMILES: CCc1nc2sc(C)c(C)c2c(=O)n1N
Gap between HOMO and LUMO in eV: 9.02
LUMO in hartree: 0.027
Energy in eV: -27932.2923
HOMO in eV: -8.29

```
28
Properties=species:S:1:pos:R:3:forces:R:3
O 2.312 -0.660 1.641 1.6600 0.3932 2.0909
N -0.390 0.504 -0.824 0.4204 0.4486 -0.7002
S -0.646 2.927 0.320 -0.8292 0.8255 -1.2531
C 1.385 -0.248 0.979 2.1610 -1.2197 2.4253
C 0.007 -0.722 -0.874 -0.2868 -0.4859 2.7612
C 0.044 1.400 0.168 -3.0988 -1.4825 -3.4766
C 0.799 1.053 1.173 1.7348 -0.0880 0.8865
C 0.242 3.212 1.739 -0.5066 1.6082 -0.9180
C 0.972 2.168 2.084 1.9706 -1.8020 1.6579
N 0.841 -2.555 0.625 0.8493 -0.8003 0.3513
N 0.924 -1.217 0.138 -3.1874 1.5407 -2.7590
C 0.200 4.566 2.339 -0.5019 0.2631 0.1537
C 1.730 2.076 3.390 0.5564 0.6401 -0.0068
C 0.045 -1.777 -3.131 -0.3534 -0.0898 -0.2621
C -0.675 -1.679 -1.812 1.2627 1.0719 0.9879
H 1.353 -2.670 1.549 -0.8043 1.1531 -1.4208
H 1.413 -3.136 0.015 -0.0269 0.0858 -0.1246
H -0.007 5.407 1.677 0.0489 -0.3734 -0.5484
H 1.154 4.778 2.779 0.3336 0.1763 0.6509
H -0.617 4.600 3.046 0.0389 0.1466 0.6993
H 1.834 3.055 3.951 0.1154 -1.0217 -0.9903
H 2.690 1.517 3.313 -0.6905 0.5831 -0.0011
H 1.064 1.504 3.996 -0.2372 -0.7130 0.8641
H 0.285 -0.791 -3.565 -0.0382 -0.4206 0.3171
H 0.983 -2.345 -2.904 -0.8138 0.1930 -1.0512
H -0.746 -2.232 -3.768 1.3688 -0.3054 -0.2147
H -0.731 -2.648 -1.359 -0.0796 -0.5664 0.3541
H -1.650 -1.270 -1.870 -1.0661 0.2394 -0.4734
```
Forces are in eV/Å.

Atom charges from the Mulliken analysis, given in e for atoms 1 to 5: -0.69, -0.54, -0.36, 0.37, 0.47

***

Below is an isolated molecule of C10H13NO, with properties calculated with ωB97M-V with the def2-TZVPD basis set.

Summary:
Relative energy (zero: lowest compared OMol25 entry of this formula, charge and spin) in kcal per mole: 48.7
SMILES: N[C@H]1CCc2ccccc2[C@@H]1O
Gap between HOMO and LUMO in eV: 9.38
LUMO in hartree: 0.033
Energy in eV: -14116.3229
HOMO in eV: -8.50

```
25
Properties=species:S:1:pos:R:3:forces:R:3
C 1.803 -0.496 0.177 1.2571 2.1690 -2.3643
C 1.139 -1.004 1.315 -3.1316 -3.5427 4.0809
C -0.378 -1.330 1.101 0.3602 -3.1343 4.2080
C -1.024 -0.440 0.239 1.6747 2.9580 -1.1304
C -2.344 -0.637 0.132 -4.8273 -1.7396 0.3780
C -3.142 0.030 -0.760 3.0230 2.4448 -0.5884
C -2.365 1.108 -1.465 -4.3271 0.6519 -0.8587
C -1.119 1.555 -1.158 1.5216 -2.1758 0.1316
C -0.344 0.640 -0.328 -2.3518 0.5556 -1.3777
C 1.118 0.831 -0.212 -1.0058 -0.0730 1.5434
H 3.520 0.454 -0.285 0.4983 0.9477 -1.0353
H 3.572 0.142 1.320 -1.3395 -0.6858 -1.2140
H 1.607 -1.235 -0.638 0.7580 0.4688 0.0106
H 1.536 -1.989 1.762 0.1187 1.8043 -0.5758
H 0.989 -0.253 2.081 1.0188 0.2909 0.5857
H -1.022 -1.362 2.148 2.0173 0.6608 -1.8783
H -0.686 -2.376 0.875 1.0714 0.2880 -0.5981
H -2.826 -1.436 0.839 0.8948 1.4089 -1.4575
H -4.211 -0.113 -0.790 0.0822 0.1011 -0.5125
H -2.921 1.743 -2.249 0.6263 -1.1395 1.2960
H -0.635 2.368 -1.745 -0.5065 -0.7057 0.8124
H 1.224 1.553 0.628 0.5170 -0.4417 -0.2556
H 1.683 0.932 -2.064 -0.1100 -0.9188 -1.0156
N 3.203 -0.181 0.390 1.1105 -1.3722 1.6064
O 1.623 1.496 -1.315 1.0497 1.1792 0.2091
```
Forces are in eV/Å.

Atom charges from the Mulliken analysis, given in e for atoms 1 to 5: 0.28, -1.09, -0.99, 1.06, -0.36

***

Below is an isolated molecule of C10H13NO2, with properties calculated with ωB97M-V with the def2-TZVPD basis set.

Summary:
Relative energy (zero: lowest compared OMol25 entry of this formula, charge and spin) in kcal per mole: 103.2
Gap between HOMO and LUMO in eV: 7.31
LUMO in hartree: 0.012
Energy in eV: -16162.2227
HOMO in eV: -6.98

```
26
Properties=species:S:1:pos:R:3:forces:R:3
C -0.627 2.253 2.161 -0.3789 2.1225 1.7943
C 0.430 1.745 2.947 -0.7548 -2.2263 -4.3744
C -1.104 1.584 1.042 2.8840 -0.9933 2.7970
C 1.111 0.627 2.424 -3.4281 1.0344 -0.4267
C -0.525 0.402 0.649 -0.8729 0.2897 -1.5906
C 0.587 -0.117 1.323 1.5434 2.0184 1.0233
C -0.918 -0.292 -0.698 2.7207 -0.1806 -0.1979
C 0.486 -0.776 -1.231 0.2957 -3.1448 3.4657
C -1.477 0.517 -1.928 -1.2409 -3.4433 1.2308
C 0.607 -2.202 -1.788 1.6488 -1.1469 1.2774
N 1.279 -1.121 0.781 -1.9402 -1.9078 -3.2195
O -1.734 -1.403 -0.398 1.0775 -1.0598 -0.2861
O 1.354 0.123 -1.609 -1.1825 1.6767 -0.3979
H -1.050 3.295 2.413 0.5074 -1.8682 -0.3493
H 0.927 2.148 3.738 0.6206 1.8174 2.2057
H -1.797 2.072 0.518 -2.8349 1.4981 -2.2904
H 1.995 0.432 2.913 1.9488 -1.2075 0.7169
H -0.873 1.360 -1.925 0.8076 1.7605 -0.8824
H -2.482 0.703 -1.574 -0.4407 0.5711 -0.5685
H -1.525 -0.165 -2.882 0.3407 1.5471 1.8258
H 0.180 -3.052 -1.126 0.7120 1.8161 -0.7512
H 1.790 -2.455 -1.797 -2.8475 0.5081 -0.6656
H 0.018 -2.296 -2.712 0.7843 0.0776 -0.2165
H 2.278 -1.076 0.772 0.4836 0.3053 0.2869
H -1.094 -2.085 -0.057 -1.1547 0.8448 -0.0330
H 2.163 -0.222 -1.957 0.7010 -0.7095 -0.3738
```
Forces are in eV/Å.

Atom charges from the Mulliken analysis, given in e for atoms 1 to 5: -0.44, -0.67, -0.62, -0.77, 0.22

***

Below is a 2-piece molecular cluster, C10H13NO3S overall, with properties calculated with ωB97M-V with the def2-TZVPD basis set.

Summary:
Relative energy (zero: lowest compared OMol25 entry of this formula, charge and spin) in kcal per mole: 0.0
Gap between HOMO and LUMO (spin up / spin down) in eV: 6.75 / 5.41
LUMO (spin up / spin down) in hartree: 0.032 / -0.138
Energy in eV: -29042.1174
2S+1: 3
<S²>: 2.03
HOMO (spin up / spin down) in eV: -5.88 / -9.18

```
28
Properties=species:S:1:pos:R:3:forces:R:3
C 5.370 -0.137 -0.770 3.0235 -0.4069 -1.2020
C 4.635 -1.127 -1.429 -2.3848 -0.9547 -1.0447
C 4.867 0.541 0.317 -1.3561 1.8352 0.5684
C 3.269 -1.218 -1.129 2.5638 -2.1753 -1.9331
C 3.526 0.429 0.608 2.3227 2.1596 2.7496
C 2.683 -0.427 -0.089 -3.3068 -1.9970 0.2000
C -5.695 0.841 0.806 0.0279 -0.4707 -0.0898
C -4.821 1.219 -0.145 -1.5589 -0.9734 1.3043
C -3.343 1.403 0.192 -0.8312 -0.2736 1.6073
C 1.368 -0.782 0.414 2.7701 -1.4799 -4.2367
N -2.415 0.461 -0.384 0.1541 0.9765 -4.6038
O -1.606 -1.758 -0.886 2.2227 -1.5168 -1.7591
O -2.283 -0.986 1.391 -2.2388 -2.2026 0.4403
O 0.791 -0.339 1.371 -1.5637 1.7047 3.1402
S -2.678 -1.194 -0.169 -1.4417 1.8866 2.8624
H 6.405 0.017 -1.150 -0.8101 0.0975 0.6385
H 5.121 -1.779 -2.239 -0.9441 1.1165 1.3882
H 5.441 1.345 0.811 -0.1726 -0.8113 -0.1687
H 2.760 -2.061 -1.642 -0.2172 0.9264 0.5801
H 3.177 0.969 1.506 -0.1720 -0.3114 -0.7425
H -6.782 0.621 0.624 1.2865 0.4013 0.0213
H -5.317 0.593 1.799 -0.2605 0.2994 -0.0177
H -5.346 1.226 -1.109 1.2450 0.5834 -0.2673
H -3.138 1.362 1.298 -0.9542 -0.3963 -0.7593
H -3.061 2.420 0.054 0.5939 0.7720 -1.0537
H 0.932 -1.674 -0.105 0.0936 0.3308 0.0570
H -2.386 0.569 -1.474 0.0794 -0.0452 2.4579
H -1.474 -0.534 1.532 1.8295 0.9251 -0.1371
```
Forces are in eV/Å.

Atom charges from the Mulliken analysis, given in e for atoms 1 to 5: -0.30, -0.42, -0.48, -0.37, -0.30

***

What did the third record say?
Below is an isolated molecule of C10H13N3OS, with properties calculated with ωB97M-V with the def2-TZVPD basis set.

Summary:
Relative energy (zero: lowest compared OMol25 entry of this formula, charge and spin) in kcal per mole: 37.5
SMILES: CCc1nc2sc(C)c(C)c2c(=O)n1N
Gap between HOMO and LUMO in eV: 9.02
LUMO in hartree: 0.027
Energy in eV: -27932.2923
HOMO in eV: -8.29

```
28
Properties=species:S:1:pos:R:3:forces:R:3
O 2.312 -0.660 1.641 1.6600 0.3932 2.0909
N -0.390 0.504 -0.824 0.4204 0.4486 -0.7002
S -0.646 2.927 0.320 -0.8292 0.8255 -1.2531
C 1.385 -0.248 0.979 2.1610 -1.2197 2.4253
C 0.007 -0.722 -0.874 -0.2868 -0.4859 2.7612
C 0.044 1.400 0.168 -3.0988 -1.4825 -3.4766
C 0.799 1.053 1.173 1.7348 -0.0880 0.8865
C 0.242 3.212 1.739 -0.5066 1.6082 -0.9180
C 0.972 2.168 2.084 1.9706 -1.8020 1.6579
N 0.841 -2.555 0.625 0.8493 -0.8003 0.3513
N 0.924 -1.217 0.138 -3.1874 1.5407 -2.7590
C 0.200 4.566 2.339 -0.5019 0.2631 0.1537
C 1.730 2.076 3.390 0.5564 0.6401 -0.0068
C 0.045 -1.777 -3.131 -0.3534 -0.0898 -0.2621
C -0.675 -1.679 -1.812 1.2627 1.0719 0.9879
H 1.353 -2.670 1.549 -0.8043 1.1531 -1.4208
H 1.413 -3.136 0.015 -0.0269 0.0858 -0.1246
H -0.007 5.407 1.677 0.0489 -0.3734 -0.5484
H 1.154 4.778 2.779 0.3336 0.1763 0.6509
H -0.617 4.600 3.046 0.0389 0.1466 0.6993
H 1.834 3.055 3.951 0.1154 -1.0217 -0.9903
H 2.690 1.517 3.313 -0.6905 0.5831 -0.0011
H 1.064 1.504 3.996 -0.2372 -0.7130 0.8641
H 0.285 -0.791 -3.565 -0.0382 -0.4206 0.3171
H 0.983 -2.345 -2.904 -0.8138 0.1930 -1.0512
H -0.746 -2.232 -3.768 1.3688 -0.3054 -0.2147
H -0.731 -2.648 -1.359 -0.0796 -0.5664 0.3541
H -1.650 -1.270 -1.870 -1.0661 0.2394 -0.4734
```
Forces are in eV/Å.

Atom charges from the Mulliken analysis, given in e for atoms 1 to 5: -0.69, -0.54, -0.36, 0.37, 0.47